Version A
A molecular structure, C66H61AsCsN3O3PTe, computed with wB97M-V/def2-TZVPD.

Last column: Löwdin spin population.
Positions of all 137 atoms, in Å:
Cs  0.7960  1.1379  -0.4163  0.00
O  -2.1677  3.1232  1.8627  0.19
C  -2.9915  2.3422  1.6151  0.28
C  -4.0027  1.4338  1.7755  0.06
C  -5.2553  1.9170  2.2743  0.13
C  -6.3386  1.0791  2.3272  0.00
C  -6.2296  -0.2509  1.9107  0.16
C  -4.9964  -0.7334  1.4589  0.00
C  -3.8749  0.0670  1.3547  0.13
P  -2.1236  -0.4221  0.8612  0.01
C  -1.6805  -0.6613  2.6410  0.01
C  -0.7837  0.2511  3.1857  0.00
C  -0.4481  0.2089  4.5325  0.00
C  -1.0001  -0.7599  5.3561  0.00
C  -1.9094  -1.6678  4.8271  0.00
C  -2.2601  -1.6060  3.4871  0.00
C  -2.5487  -2.1077  0.2608  0.00
C  -2.1179  -3.2919  0.8489  0.00
C  -2.5097  -4.5209  0.3319  0.00
C  -3.3245  -4.5832  -0.7902  0.00
C  -3.7294  -3.4068  -1.4073  0.00
C  -3.3399  -2.1820  -0.8864  0.00
H  -5.3187  2.9438  2.6161  0.01
H  -7.2816  1.4484  2.7142  0.00
H  -7.0912  -0.9061  1.9436  0.01
H  -4.9262  -1.7748  1.1712  0.00
H  -0.3367  1.0090  2.5517  0.00
H  0.2588  0.9242  4.9352  0.00
H  -0.7216  -0.8132  6.4015  0.00
H  -2.3468  -2.4309  5.4610  0.00
H  -2.9943  -2.3011  3.0997  0.00
H  -1.4446  -3.2587  1.6960  0.00
H  -2.1612  -5.4339  0.8017  0.00
H  -3.6247  -5.5432  -1.1949  0.00
H  -4.3488  -3.4452  -2.2964  0.00
H  -3.6442  -1.2623  -1.3751  0.00
O  2.7560  2.6139  -0.2535  0.00
C  3.8005  2.6699  -0.9609  0.00
C  5.0003  1.9756  -0.5712  0.00
C  6.1371  1.9507  -1.3356  0.00
C  6.1910  2.6295  -2.5625  0.00
C  5.0830  3.3518  -2.9556  0.00
C  3.9033  3.4119  -2.2016  0.00
C  2.8398  4.3280  -2.6102  0.00
N  1.7473  4.6548  -1.9451  0.00
C  1.1455  5.6642  -2.6587  0.00
C  1.8467  5.9423  -3.7903  0.00
N  2.9210  5.0811  -3.7591  0.00
H  4.9638  1.4650  0.3849  0.00
H  7.0080  1.4023  -0.9909  0.00
H  7.0878  2.6156  -3.1700  0.00
H  5.1541  3.9083  -3.8862  0.00
H  0.2526  6.1429  -2.3024  0.00
H  1.6854  6.6421  -4.5935  0.00
H  3.6411  5.0204  -4.4516  0.00
C  0.3938  -2.9563  -1.5344  0.00
C  0.1401  -1.6356  -0.7922  0.00
O  -0.4260  -0.7080  -1.4802  0.00
N  0.4747  -1.4581  0.4557  0.00
Te  1.5902  -2.7090  1.8789  0.00
C  2.7444  -4.1514  3.4576  0.00
C  4.1355  -4.1944  3.6741  0.00
C  5.0883  -3.4214  2.7918  0.00
C  4.6860  -4.9357  4.7254  0.00
C  3.8895  -5.6535  5.6049  0.00
C  4.4902  -6.4489  6.7399  0.00
C  2.5151  -5.6113  5.4099  0.00
C  1.9500  -4.8795  4.3657  0.00
C  0.4414  -4.8881  4.2341  0.00
C  2.8367  -3.5576  0.3600  0.00
C  3.7373  -2.7576  -0.3610  0.00
C  3.9348  -1.2818  -0.1123  0.00
C  4.5350  -3.3350  -1.3504  0.00
C  4.4725  -4.6834  -1.6518  0.00
C  5.3203  -5.2838  -2.7460  0.00
C  3.5823  -5.4692  -0.9307  0.00
C  2.7633  -4.9346  0.0575  0.00
C  1.8184  -5.8764  0.7594  0.00
H  -0.2792  -3.0127  -2.3930  0.00
H  0.2263  -3.8108  -0.8767  0.00
H  1.4272  -2.9962  -1.8899  0.00
H  4.7481  -2.3894  2.6747  0.00
H  5.1466  -3.8570  1.7930  0.00
H  6.0962  -3.4119  3.2181  0.00
H  5.7664  -4.9453  4.8663  0.00
H  5.5607  -6.2522  6.8253  0.00
H  4.3583  -7.5248  6.5886  0.00
H  4.0186  -6.1915  7.6923  0.00
H  1.8690  -6.1629  6.0931  0.00
H  -0.0096  -5.5879  4.9450  0.00
H  0.1361  -5.1696  3.2243  0.00
H  0.0239  -3.8959  4.4192  0.00
H  3.4174  -0.9602  0.7883  0.00
H  3.5691  -0.6804  -0.9491  0.00
H  4.9996  -1.0603  -0.0091  0.00
H  5.2299  -2.7011  -1.8963  0.00
H  6.0680  -4.5701  -3.0944  0.00
H  4.7020  -5.5706  -3.6007  0.00
H  5.8369  -6.1801  -2.3941  0.00
H  3.5198  -6.5330  -1.1499  0.00
H  1.6168  -6.7539  0.1393  0.00
H  0.8796  -5.3696  0.9864  0.00
H  2.2427  -6.2067  1.7104  0.00
C  -2.3616  9.0431  -2.1105  0.00
C  -2.5055  8.2630  -3.2501  0.00
C  -2.4575  6.8774  -3.1626  0.00
C  -2.2653  6.2513  -1.9357  0.00
C  -2.1104  7.0454  -0.7991  0.00
C  -2.1631  8.4294  -0.8811  0.00
As  -2.1393  4.3012  -1.6527  0.00
C  -2.0709  3.7272  -3.5301  0.00
C  -0.8547  3.2318  -3.9983  0.00
C  -0.7164  2.8379  -5.3222  0.00
C  -1.7928  2.9338  -6.1921  0.00
C  -3.0169  3.4031  -5.7292  0.00
C  -3.1558  3.7891  -4.4038  0.00
C  -4.0728  4.0018  -1.4232  0.00
C  -4.4957  2.6711  -1.3852  0.00
C  -5.8269  2.3531  -1.1647  0.00
C  -6.7563  3.3651  -0.9618  0.00
C  -6.3489  4.6905  -0.9918  0.00
C  -5.0123  5.0065  -1.2166  0.00
H  -2.3973  10.1235  -2.1819  0.00
H  -2.6511  8.7351  -4.2147  0.00
H  -2.5576  6.2829  -4.0616  0.00
H  -1.9361  6.5650  0.1581  0.00
H  -2.0363  9.0321  0.0101  0.00
H  -0.0140  3.1588  -3.3170  0.00
H  0.2304  2.4470  -5.6736  0.00
H  -1.6821  2.6342  -7.2274  0.00
H  -3.8646  3.4605  -6.4020  0.00
H  -4.1170  4.1344  -4.0409  0.00
H  -3.7741  1.8763  -1.5529  0.00
H  -6.1336  1.3143  -1.1275  0.00
H  -7.7942  3.1168  -0.7726  0.00
H  -7.0706  5.4840  -0.8376  0.00
H  -4.7098  6.0451  -1.2377  0.00

Computed properties:
Net charge: -2
E_HOMO (spin up / spin down), eV: -1.1 / -1.1
Spin multiplicity: 2
Kohn-Sham gap (spin up / spin down), Eh: 0.1688 / 0.1687

Version B
A molecular structure, C66H61AsCsN3O3PTe, computed with wB97M-V/def2-TZVPD.

Last column: Löwdin spin population.
Positions of all 137 atoms, in Å:
Cs  -0.9818  1.1932  0.3756  0.01
O  0.3159  3.1837  1.0507  0.18
C  0.4799  2.6284  2.2132  0.24
C  0.4766  3.2207  3.5021  0.08
C  0.2152  4.4922  4.0837  0.13
C  0.4535  4.6476  5.4471  0.01
C  0.9334  3.5951  6.2401  0.15
C  1.1879  2.3230  5.6594  0.02
C  0.9332  2.1461  4.3232  0.08
P  1.0485  0.8189  3.0372  0.02
C  2.6097  1.0437  2.0636  0.00
C  3.0130  0.0030  1.3162  0.02
C  4.0724  -0.0321  0.2964  0.00
C  4.8134  0.9843  -0.1377  0.01
C  4.7510  2.3894  0.4135  0.00
C  3.2479  2.4062  1.9813  0.01
C  1.8937  -0.5012  4.3322  0.00
C  0.9745  -1.2605  5.0668  0.00
C  1.3659  -2.2464  5.9721  0.00
C  2.7194  -2.5227  6.1598  0.00
C  3.6592  -1.7908  5.4411  0.00
C  3.2441  -0.7964  4.5496  0.00
H  -0.1409  5.3192  3.4791  0.01
H  0.2819  5.6150  5.9126  0.00
H  1.1233  3.7610  7.2961  0.01
H  1.5623  1.5035  6.2691  0.00
H  2.4982  -0.9384  1.4935  0.00
H  4.2415  -0.9966  -0.1814  0.00
H  5.5417  0.7954  -0.9163  0.00
H  5.4996  3.0272  -0.0491  0.00
H  2.8184  3.0821  2.7128  0.00
H  -0.0872  -1.0690  4.9034  0.00
H  0.6196  -2.8103  6.5241  0.00
H  3.0352  -3.2996  6.8492  0.00
H  4.7177  -1.9929  5.5788  0.00
H  4.0012  -0.2347  4.0027  0.00
O  -3.1212  0.7801  -0.4986  0.00
C  -4.0959  1.2183  -1.2180  0.00
C  -5.2117  1.8864  -0.6297  0.00
C  -6.2617  2.3602  -1.3789  0.00
C  -6.2805  2.2114  -2.7760  0.00
C  -5.2053  1.5904  -3.3785  0.00
C  -4.1178  1.0914  -2.6437  0.00
C  -2.9613  0.5328  -3.3745  0.00
N  -1.7003  0.4848  -2.9905  0.00
C  -0.9828  0.0056  -4.0717  0.00
C  -1.8114  -0.2708  -5.1146  0.00
N  -3.0696  0.0630  -4.6553  0.00
H  -5.2115  1.9748  0.4507  0.00
H  -7.0892  2.8567  -0.8813  0.00
H  -7.1004  2.5954  -3.3695  0.00
H  -5.1844  1.5326  -4.4628  0.00
H  0.0927  -0.1082  -4.0288  0.00
H  -1.6373  -0.6684  -6.1024  0.00
H  -3.9338  -0.0715  -5.1437  0.00
C  -4.1115  -0.5431  2.9814  0.00
C  -4.1583  -1.0125  1.5370  0.00
O  -5.1687  -0.7787  0.8547  0.00
N  -3.0504  -1.7129  1.1882  0.00
Te  -2.5643  -1.8587  -0.6872  0.00
C  -3.3693  -3.6531  -1.7012  0.00
C  -4.6205  -4.2548  -1.5070  0.00
C  -5.6917  -3.7637  -0.5662  0.00
C  -4.9278  -5.4206  -2.2202  0.00
C  -4.0578  -5.9948  -3.1215  0.00
C  -4.4125  -7.2583  -3.8653  0.00
C  -2.8396  -5.3648  -3.3309  0.00
C  -2.4814  -4.2073  -2.6477  0.00
C  -1.1197  -3.6128  -2.9518  0.00
C  -0.9404  -3.0924  0.0345  0.00
C  -1.1635  -4.2167  0.8497  0.00
C  -2.5151  -4.8113  1.1840  0.00
C  -0.0576  -4.8477  1.4158  0.00
C  1.2436  -4.4061  1.2180  0.00
C  2.4119  -5.0492  1.9206  0.00
C  1.4359  -3.3158  0.3884  0.00
C  0.3661  -2.6469  -0.1968  0.00
C  0.6906  -1.4152  -0.9965  0.00
H  -4.7395  -1.2019  3.5889  0.00
H  -4.5269  0.4655  3.0329  0.00
H  -3.0961  -0.5518  3.3743  0.00
H  -5.4704  -2.8221  -0.0839  0.00
H  -5.8890  -4.5129  0.2095  0.00
H  -6.6242  -3.6165  -1.1184  0.00
H  -5.8968  -5.8855  -2.0483  0.00
H  -5.3868  -7.6390  -3.5530  0.00
H  -3.6708  -8.0399  -3.6850  0.00
H  -4.4481  -7.0861  -4.9441  0.00
H  -2.1376  -5.7847  -4.0490  0.00
H  -0.7441  -3.9981  -3.9007  0.00
H  -0.3929  -3.8599  -2.1714  0.00
H  -1.1507  -2.5246  -3.0415  0.00
H  -3.3032  -4.0652  1.2023  0.00
H  -2.4722  -5.2671  2.1760  0.00
H  -2.7831  -5.5916  0.4628  0.00
H  -0.2324  -5.6987  2.0704  0.00
H  2.1220  -5.9926  2.3862  0.00
H  2.7929  -4.3882  2.7055  0.00
H  3.2335  -5.2445  1.2263  0.00
H  2.4439  -2.9415  0.2187  0.00
H  1.6654  -1.5098  -1.4765  0.00
H  0.7529  -0.5595  -0.3291  0.00
H  -0.0647  -1.1913  -1.7557  0.00
C  4.7662  2.0331  -4.7534  0.00
C  3.6855  1.1843  -4.5391  0.00
C  2.9387  1.2926  -3.3692  0.00
C  3.2330  2.2458  -2.3952  0.00
C  4.3171  3.0950  -2.6307  0.00
C  5.0804  2.9882  -3.7904  0.00
As  1.9853  2.3156  -0.8210  0.00
C  3.3069  3.0314  0.5080  0.00
C  3.2965  4.5376  0.6249  0.00
C  4.1162  5.2892  1.3634  0.00
C  5.2060  4.8291  2.2492  0.00
C  5.4964  3.5628  2.5446  0.00
C  4.8074  2.3583  1.9739  0.00
C  1.0320  3.8205  -1.6945  0.00
C  1.6067  4.9793  -2.2211  0.00
C  0.8460  5.9003  -2.9346  0.00
C  -0.5080  5.6708  -3.1565  0.00
C  -1.0911  4.5158  -2.6558  0.00
C  -0.3250  3.6082  -1.9332  0.00
H  5.3587  1.9525  -5.6597  0.00
H  3.4250  0.4379  -5.2830  0.00
H  2.1095  0.6147  -3.1982  0.00
H  4.5770  3.8542  -1.8998  0.00
H  5.9226  3.6540  -3.9452  0.00
H  2.4779  5.0507  0.1415  0.00
H  3.9282  6.3566  1.3662  0.00
H  5.7945  5.6074  2.7261  0.00
H  6.3215  3.3773  3.2265  0.00
H  5.2217  1.4394  2.3822  0.00
H  2.6623  5.1751  -2.0870  0.00
H  1.3173  6.7947  -3.3248  0.00
H  -1.1003  6.3848  -3.7177  0.00
H  -2.1447  4.3139  -2.8183  0.00
H  -0.8018  2.7218  -1.5484  0.00

Computed properties:
Net charge: -2
E_HOMO (spin up / spin down), eV: 0.5 / -0.5
Spin multiplicity: 2
Kohn-Sham gap (spin up / spin down), Eh: 0.1047 / 0.1406

Which of them is the least stable? Correct choice: version B.

Version A
2 unconnected molecules or ions with the total composition C2H7N2S, computed with wB97M-V/def2-TZVPD.

Last column: Löwdin charge in e.
Positions of all 12 atoms, in Å:
S  0.0781  -1.0945  1.8780  -0.08
H  0.3991  -1.7395  2.9975  -0.46
C  0.6290  0.6286  -1.3659  -0.23
C  -0.5344  0.8996  -0.7246  -0.28
N  -1.7860  1.3406  -1.2735  -0.03
N  1.5864  -0.2919  -0.8627  -0.03
H  1.0178  1.1485  -2.2325  0.08
H  -0.4751  0.6000  0.3343  -0.04
H  -2.1642  2.0506  -0.6643  0.04
H  -2.4844  0.6170  -1.4745  0.06
H  1.2790  -0.7123  0.0274  -0.11
H  2.0080  -0.9620  -1.5398  0.07

Computed properties:
Net charge: -1
E_HOMO, eV: -2.9
Kohn-Sham gap, Eh: 0.2602

Version B
2 unconnected molecules or ions with the total composition C2H7N2S, computed with wB97M-V/def2-TZVPD.

Last column: Löwdin charge in e.
Positions of all 12 atoms, in Å:
C  -0.4639  -0.7675  -0.3925  -0.27
C  0.7574  -0.4986  0.0702  -0.25
N  1.7263  -1.5297  0.3970  -0.04
N  -1.3785  0.1305  -0.8899  -0.01
H  -0.7788  -1.8105  -0.4674  0.09
H  1.0396  0.5233  0.3035  0.06
H  1.6377  -1.7883  1.3733  0.04
H  2.6574  -1.1642  0.2608  0.04
H  -2.3427  -0.1437  -0.9426  0.05
H  -1.2072  1.1614  -0.7281  -0.11
S  -0.5841  3.1089  -0.0988  -0.18
H  -1.0631  2.7783  1.1145  -0.42

Computed properties:
Net charge: -1
E_HOMO, eV: -2.9
Kohn-Sham gap, Eh: 0.2587

Which of them is the least stable? Correct choice: version A.